Model w:
Molecular formula: C21H23N8O7ReS
Method: DFT, ωB97M-V/def2-TZVPD

## Properties
Total charge   +3
LUMO level (spin up / spin down)   -0.4235 / -0.4147 hartree
E_HOMO (spin up / spin down)   -17.729 / -17.721 eV
HOMO-LUMO gap (spin up / spin down)   6.2 / 6.4 eV
2S+1   2
M   717.74 g/mol
<S²>   0.75

Last column: natural (NBO) charge in e.
Element x y z (Å)
O  -2.64762  2.94982  -2.65891  -0.31
H  3.65946  -1.15214  -4.32679  0.26
N  -0.01339  -3.47494  3.68473  -0.15
N  -1.91268  -6.17321  0.72276  -0.26
H  -2.29087  3.89439  1.68446  0.30
H  1.63717  4.96385  0.51274  0.25
O  -0.95393  2.01703  -3.62688  -0.31
C  2.14242  1.55375  -2.00821  -0.30
S  -0.24154  2.82957  1.06282  2.16
O  1.31927  -2.56522  -1.45147  -0.60
H  3.69821  1.23281  -5.01262  0.27
C  -1.42856  -5.40969  1.70614  0.09
C  1.83995  4.52543  1.48567  -0.62
C  2.64345  -2.15987  -2.11391  0.80
C  -2.36574  -0.26587  1.57791  -0.69
H  0.98694  -2.23823  5.00410  0.48
C  -0.19069  -3.31210  2.41485  0.33
Re  0.35766  -1.95265  -0.08924  1.74
H  -2.90842  3.16041  -0.55862  0.30
H  2.24408  5.30081  2.13468  0.27
N  -1.74717  2.15309  -2.73164  0.53
H  2.59354  3.74529  1.38772  0.22
N  -1.11031  -0.67094  -0.57512  -0.55
H  -1.73519  0.20114  2.33354  0.26
O  0.19084  1.46159  1.42111  -1.04
C  2.10743  0.22681  -1.66586  0.38
H  -2.35402  -1.34448  1.71502  0.24
C  -1.66549  1.13234  -1.69654  0.22
O  -0.06701  3.22016  -0.31546  -0.94
H  2.74315  2.95075  -3.50959  0.26
N  0.35149  -2.12229  1.92774  -0.60
H  -0.16556  4.79022  2.30727  0.27
C  0.55966  3.99432  2.13064  -0.65
C  -1.99713  2.88068  1.41524  -0.68
C  -1.90513  0.08170  0.21052  0.51
C  2.71585  1.90713  -3.22768  -0.09
H  -3.83586  2.14775  0.54540  0.26
H  -1.06779  -4.15054  -1.83504  0.25
C  2.64143  -0.76077  -2.48330  -0.31
C  -1.77499  -5.73223  -0.51728  0.06
C  -2.83024  2.40567  0.21587  -0.23
H  -2.13641  2.24736  2.28776  0.25
H  -1.52182  -5.77345  2.72263  0.26
N  -2.21243  1.21263  -0.43372  -0.31
H  -0.42124  -0.38824  -2.64239  0.28
H  1.47261  -0.63360  3.06447  0.28
H  -2.15518  -6.35883  -1.31502  0.26
O  1.56919  -0.16171  -0.39828  -0.75
C  3.25440  0.94493  -4.07046  -0.20
C  3.22975  -0.38490  -3.69596  -0.09
C  -0.98731  -0.01987  -1.80425  -0.06
C  -1.17373  -4.50771  -0.82023  0.06
H  1.29468  0.65394  0.08430  0.56
N  0.69765  -2.35664  4.03624  -0.28
H  1.73292  2.31211  -1.35713  0.26
C  -0.82193  -4.20429  1.43662  0.08
N  -0.70524  -3.74344  0.16528  -0.44
O  3.38231  -3.04352  -2.26697  -0.36
H  0.74111  3.46580  3.06619  0.26
H  -3.39359  0.06471  1.72299  0.28
C  0.93157  -1.56662  3.02111  0.30

***

Model x:
Molecular formula: C21H23N8O7ReS
Method: DFT, ωB97M-V/def2-TZVPD

## Properties
Total charge   +3
LUMO level (spin up / spin down)   -0.4233 / -0.4182 hartree
E_HOMO (spin up / spin down)   -17.819 / -17.811 eV
HOMO-LUMO gap (spin up / spin down)   6.3 / 6.4 eV
2S+1   2
M   717.74 g/mol
<S²>   0.76

Last column: natural (NBO) charge in e.
Element x y z (Å)
H  0.71256  -0.73438  4.01881  0.29
H  -1.00831  -0.36051  4.26068  0.28
C  -1.69415  -1.52014  -3.52110  0.05
Re  -0.47442  0.04927  0.29942  1.68
C  -1.35633  -3.26934  4.49384  -0.24
H  -6.86543  0.45756  -0.44756  0.26
H  -0.96422  -3.25926  -0.16664  0.27
H  -3.10274  -3.23327  5.73319  0.29
H  -4.22371  3.73886  -1.22338  0.27
N  -1.62965  -5.11674  1.91609  0.53
C  -5.87770  0.89715  -0.40755  -0.12
C  -6.57246  -2.30161  3.63849  -0.61
H  -5.35992  -2.40574  5.44569  0.27
H  -4.98910  -0.82773  0.54502  0.24
C  -5.66884  2.17757  -0.89911  -0.19
O  -1.88532  -5.51812  0.80989  -0.30
C  -2.64450  -2.58149  4.98896  -0.68
H  2.96178  0.84575  1.15352  0.27
H  -6.56679  -1.81486  2.66409  0.21
O  -3.95665  -3.50835  2.89747  -0.92
H  1.45523  -1.14379  -4.24419  0.26
H  -2.62269  -1.10480  -1.59957  0.25
H  -5.32561  -0.81639  4.66156  0.27
S  -3.84062  -2.30769  3.67752  2.17
O  -0.95211  1.69492  -0.24418  -0.60
C  -1.71497  -1.11860  -2.18744  0.04
N  -0.54656  -1.71509  1.32039  -0.59
C  -2.02768  2.68592  -0.29312  0.80
H  -6.49002  2.73557  -1.32657  0.26
H  -2.60866  -1.84032  -4.00613  0.26
N  1.49654  0.07525  -0.25800  -0.55
C  -0.24442  -0.57601  3.51696  -0.67
C  -0.92959  -2.97551  0.87036  -0.03
C  -3.58185  0.74402  0.19035  0.37
N  -1.00492  -2.93656  3.09098  -0.30
O  -1.56148  -5.75624  2.93799  -0.31
N  -0.58223  -1.52915  -4.23969  -0.26
O  -1.72495  3.81183  -0.36294  -0.40
H  -0.14258  0.33263  2.90472  0.21
N  2.95402  -0.15636  -1.93949  -0.14
C  -4.82947  0.16612  0.14740  -0.29
O  -2.53434  0.02200  0.81371  -0.77
H  -6.60416  -3.37877  3.49503  0.25
C  0.54599  -1.14250  -3.65368  0.09
H  -2.88493  -0.47774  1.61651  0.56
N  -0.57806  -0.73049  -1.59676  -0.39
H  -1.46247  -4.34594  4.52920  0.30
C  -0.59946  -1.74333  2.67143  0.51
C  0.56313  -0.74312  -2.32900  0.11
H  -0.50969  -2.99474  5.12123  0.26
H  4.54680  0.52659  -0.83607  0.48
C  -1.20604  -3.71988  1.95252  0.22
C  -5.37194  -1.89119  4.48333  -0.64
C  1.72164  -0.29283  -1.57050  0.31
H  -2.46810  -1.61418  5.45832  0.26
H  -7.47298  -1.99031  4.16443  0.27
N  3.55201  0.32180  -0.82125  -0.27
C  -4.40638  2.74099  -0.84608  -0.09
C  -3.33378  2.02284  -0.30850  -0.30
O  -3.34850  -1.11267  2.95736  -1.04
C  2.70628  0.46946  0.17511  0.29

***

model x (0.272 eV below the next structure)

***

Model w:
Molecular formula: C3H14O3S2
Method: DFT, ωB97M-V/def2-TZVPD

## Properties
LUMO level   0.0167 hartree
E_HOMO   -7.986 eV
HOMO-LUMO gap   8.4 eV
M   162.28 g/mol

Last column: natural (NBO) charge in e.
Element x y z (Å)
H  3.18555  0.63580  -1.13139  0.23
H  2.06035  -0.84261  2.18045  0.21
S  1.30615  1.64359  -2.04036  0.07
H  1.59995  1.13599  0.81983  0.20
C  2.14476  0.32704  -1.10474  -0.52
H  -4.32418  -0.12664  1.41854  0.47
C  1.60557  0.16518  0.31465  -0.42
H  -2.74089  -1.89035  -1.49923  0.48
O  -1.89196  -1.87867  -1.04394  -0.97
H  2.00362  -1.91090  0.89009  0.21
O  -3.44162  -0.30479  1.06156  -0.99
H  -1.17299  1.87290  1.64593  0.48
H  -2.04700  -1.39144  -0.20315  0.50
H  -1.18773  2.37165  0.24466  0.49
S  -0.60737  0.80614  -2.42031  -0.18
C  2.33335  -0.89326  1.12383  -0.62
H  3.42327  -0.80233  1.13189  0.20
H  -0.31406  -0.40321  -1.88250  0.17
O  -1.59075  1.70888  0.79788  -0.95
H  -3.01836  0.58170  1.00513  0.50
H  0.56396  -0.14400  0.26737  0.21
H  2.11039  -0.66065  -1.57619  0.22

***

Model x:
Molecular formula: C3H14O3S2
Method: DFT, ωB97M-V/def2-TZVPD

## Properties
LUMO level   0.0210 hartree
E_HOMO   -8.705 eV
HOMO-LUMO gap   9.3 eV
M   162.28 g/mol

Last column: natural (NBO) charge in e.
Element x y z (Å)
H  5.48420  0.67510  0.85470  0.46
H  0.92613  -1.89630  -1.79684  0.22
H  1.81583  0.56894  1.28101  0.48
H  -1.28256  0.13530  -1.98521  0.22
H  4.09052  1.21811  1.04093  0.48
H  1.75369  1.59391  2.41753  0.47
C  -1.48498  0.80311  0.04130  -0.55
O  -4.71045  -1.41613  0.16285  -0.94
O  4.79694  1.16049  0.38101  -0.95
C  -0.94939  0.95478  -1.37471  -0.63
H  -1.56287  1.74260  0.57543  0.23
H  -5.11761  -1.36801  1.03288  0.47
H  1.83624  -2.43260  -0.36851  0.22
S  -0.67516  -0.31791  1.20318  0.07
O  1.99144  1.49298  1.48956  -0.95
H  -1.24281  1.91089  -1.79807  0.22
H  -5.39468  -1.76632  -0.41546  0.47
H  1.39410  -0.67040  -0.58894  0.22
S  -0.44606  -2.08808  0.17872  0.06
H  -2.49798  0.41052  -0.09143  0.23
C  1.13706  -1.70348  -0.74738  -0.71
H  0.13839  0.99250  -1.49255  0.21

***

model w (0.118 eV below the next structure)